Here is C49H58BClF3LuN3OS2SbTe as an isolated structure at a distorted geometry from the OMol25 dataset. Energies are from ωB97M-V with the def2-TZVPD basis set.

E_HOMO in eV: -2.3
2S+1: 1
Lowest unoccupied orbital energy in eV: 4.004
Charge: -2
Energy above the lowest of the compared OMol25 structures with the same formula, charge and spin in kcal/mol: 20.7
Gap between HOMO and LUMO in eV: 6.267

Each line ends with the Mulliken charge.
Cartesian coordinates (Å):
1 Lu 14.70449 16.10346 10.08928  0.831
2 Te 11.62177 14.39168 10.69130  -0.362
3 Sb 15.42434 12.26338 10.50974  0.401
4 Cl 14.26071 16.45035 6.98319  -0.218
5 S 16.54562 14.96697 11.14816  -1.035
6 S 9.38019 16.19177 8.93017  -0.163
7 F 12.73355 6.46008 10.09573  -0.355
8 F 16.41852 10.79195 16.61127  -0.366
9 F 21.32998 11.94737 8.44069  -0.389
10 O 13.64539 16.44666 12.31075  -0.289
11 N 14.49706 19.94704 9.80673  0.819
12 N 15.37987 15.26219 14.29406  -0.533
13 N 16.58966 19.00337 9.56313  1.129
14 C 14.96290 10.99008 13.30362  -0.797
15 C 14.61930 7.67382 10.91386  -0.841
16 C 12.89326 20.43578 7.42802  2.019
17 C 12.60619 20.35795 11.27650  0.336
18 C 15.46160 20.94300 9.59150  -0.676
19 C 13.66858 21.98252 12.70321  -1.605
20 C 10.35281 20.32424 10.30183  -1.094
21 C 20.04236 11.98204 8.85542  0.577
22 C 17.13537 11.92522 14.62903  -0.557
23 C 18.30355 19.02171 6.56960  -1.682
24 C 17.87340 18.87536 12.20078  1.578
25 C 18.38930 18.14703 10.98000  0.277
26 C 14.73849 14.95243 7.93354  -1.351
27 C 8.43065 17.44575 10.88941  -0.668
28 C 19.76008 11.22264 9.95799  -1.021
29 C 8.23557 17.22614 9.58403  -0.385
30 C 17.90727 18.02753 13.51204  -1.374
31 C 17.78600 18.21087 9.71150  -0.212
32 C 15.28371 8.90506 10.94184  0.217
33 C 17.68788 16.57647 6.38833  -1.587
34 C 16.19134 11.17151 15.31779  0.467
35 C 17.68313 17.77385 7.26853  1.826
36 C 17.82158 12.77095 8.63723  0.113
37 C 19.55016 16.88044 8.71157  -0.151
38 C 16.93666 12.21043 13.30282  0.116
39 C 18.62635 20.20955 12.41168  -1.585
40 C 19.61600 17.47704 11.01141  -0.237
41 C 9.49752 16.65112 11.38785  -0.266
42 C 13.40240 20.46450 12.56790  2.349
43 C 15.09088 10.71971 14.62739  -0.618
44 C 20.19456 16.79465 9.94211  -1.439
45 C 12.27771 20.30312 8.83013  0.516
46 C 13.49895 7.61312 10.12283  0.652
47 C 14.89235 10.07264 10.23046  -0.385
48 C 11.17738 20.33792 11.40218  -1.142
49 C 13.02600 8.69219 9.39984  -0.837
50 C 10.91608 20.37725 9.00526  -0.586
51 C 18.36264 17.61276 8.62652  0.764
52 C 10.03765 15.79720 10.47193  -0.077
53 C 18.44996 11.25660 10.43598  -0.191
54 C 12.69240 19.99078 13.82163  -2.092
55 C 12.03913 19.88703 6.27819  -1.813
56 C 19.10631 12.74479 8.14320  -0.541
57 C 13.12420 20.19190 9.95650  -0.563
58 C 17.46443 12.00743 9.77896  0.110
59 C 16.70121 20.39721 9.50144  -1.583
60 C 15.88309 11.71412 12.54433  -0.121
61 C 13.19534 21.89184 7.11388  -1.401
62 C 13.73495 9.91213 9.48740  -0.184
63 B 15.20458 18.63115 9.89974  1.053
64 H 19.31552 18.81443 6.29489  0.427
65 H 13.51309 22.03809 6.04054  0.414
66 H 18.89756 18.12548 13.99833  0.406
67 H 18.32751 19.90922 7.25128  0.229
68 H 17.95866 12.23875 15.25044  0.395
69 H 16.65150 18.11617 7.35457  -0.669
70 H 16.08414 15.40519 15.00970  0.247
71 H 12.06187 8.62064 8.89825  0.390
72 H 10.24685 20.39430 8.14312  0.238
73 H 15.68502 14.56993 7.54500  0.245
74 H 14.33984 16.32913 12.94365  0.301
75 H 20.13440 17.39901 11.96615  0.307
76 H 12.73833 22.48021 12.79821  0.436
77 H 17.87312 19.16497 5.51573  0.354
78 H 12.37009 22.59819 7.33824  0.207
79 H 14.25276 10.23991 15.15714  0.327
80 H 16.12443 8.95725 11.66779  0.242
81 H 17.62967 20.90452 9.43944  0.616
82 H 14.06399 22.18960 7.69990  0.312
83 H 14.04210 10.64009 12.86696  0.473
84 H 14.19218 22.21877 13.64682  0.420
85 H 11.69296 18.84615 6.47100  0.364
86 H 13.42566 19.84272 14.63713  0.463
87 H 13.86659 19.88002 7.31865  -0.668
88 H 13.02058 15.71549 12.22869  -0.031
89 H 13.92296 14.23169 7.81191  0.496
90 H 15.08199 21.96253 9.57357  0.604
91 H 14.93978 6.82302 11.57101  0.334
92 H 17.69702 12.75053 12.75189  0.287
93 H 14.91659 14.38744 14.54006  0.150
94 H 11.92502 20.67581 14.19739  0.384
95 H 17.22448 18.39416 14.32121  0.313
96 H 17.70830 16.97061 13.32424  0.233
97 H 19.69720 19.97713 12.67814  0.361
98 H 19.98354 16.24696 7.89335  0.108
99 H 21.16363 16.27490 10.11033  0.339
100 H 7.52791 17.72838 8.94024  0.348
101 H 18.16124 20.82107 13.21958  0.352
102 H 16.88037 19.19161 11.91390  -0.658
103 H 17.04613 16.72496 5.56218  0.525
104 H 15.85899 15.11702 13.36901  -0.085
105 H 12.68908 19.72734 5.35976  0.388
106 H 14.38712 20.04215 12.39181  -0.570
107 H 12.26160 19.01079 13.67738  0.462
108 H 9.27538 20.30311 10.46916  0.424
109 H 17.42466 15.68074 7.00360  -0.047
110 H 14.25260 22.37572 11.80471  0.189
111 H 11.15995 20.47310 6.01832  0.428
112 H 18.13983 10.82519 11.35826  0.441
113 H 9.77284 16.59905 12.42774  0.412
114 H 18.69392 16.39913 6.00487  0.424
115 H 10.85063 20.10514 12.40170  0.366
116 H 13.18662 10.76287 9.10029  0.348
117 H 20.50614 10.69938 10.46537  0.513
118 H 17.03061 13.41808 8.20448  -0.168
119 H 18.75576 20.77970 11.48767  0.313
120 H 19.33837 13.45836 7.36403  0.366
121 H 7.99681 18.22900 11.50280  0.396


Here is a 3-piece molecular cluster, CH6N2O2 overall at a distorted geometry from the OMol25 dataset. Energies are from ωB97M-V with the def2-TZVPD basis set.

E_HOMO in eV: -10.5
2S+1: 1
Lowest unoccupied orbital energy in eV: 0.281
Charge: 0
Energy above the lowest of the compared OMol25 structures with the same formula, charge and spin in kcal/mol: 132.3
Gap between HOMO and LUMO in eV: 10.814

Each line ends with the Mulliken charge.
Cartesian coordinates (Å):
1 O 1.70396 2.26991 -0.24103  -0.296
2 O 1.39816 0.02640 1.34925  -0.568
3 N 1.60742 2.65432 1.02911  0.193
4 N -1.01846 -0.44522 -0.90542  -0.650
5 C 1.81194 3.09462 2.10122  -0.233
6 H -1.71254 -0.90785 -1.56775  0.237
7 H 1.49115 -0.83987 1.64487  0.285
8 H -0.70991 0.49337 -1.14823  0.228
9 H 1.73128 0.13683 0.51055  0.268
10 H -1.63933 -0.46681 -0.05394  0.231
11 H 1.29737 1.41268 -0.37805  0.305


Here is one molecule with the formula C4H5N3O at a distorted geometry from the OMol25 dataset. Energies are from ωB97M-V with the def2-TZVPD basis set.

E_HOMO in eV: -8.9
2S+1: 1
Lowest unoccupied orbital energy in eV: -0.210
SMILES: C#CC(/C=N\N)=N\O
Charge: 0
Energy above the lowest of the compared OMol25 structures with the same formula, charge and spin in kcal/mol: 215.1
Gap between HOMO and LUMO in eV: 8.702

Each line ends with the Mulliken charge.
Cartesian coordinates (Å):
1 O 1.47781 1.36342 -0.08034  -0.304
2 N 0.13357 1.02875 -0.11073  -0.471
3 N -2.22426 -0.75987 -0.11186  -0.291
4 N -2.52245 0.55934 -0.00127  -0.482
5 C 1.62155 -0.80282 -0.10972  -0.134
6 C 2.92952 -0.89242 0.16492  -0.330
7 C -0.98572 -1.19954 -0.05548  -0.514
8 C 0.19803 -0.28710 -0.18485  0.867
9 H 1.36036 2.21983 -0.38462  0.345
10 H -3.59264 0.68115 0.24653  0.286
11 H 4.20282 -0.68798 0.02307  0.295
12 H -0.78103 -2.15243 -0.30128  0.444
13 H -1.81758 0.92968 0.90562  0.290


Here is a 2-piece molecular cluster, C3H4Cl2O overall at a distorted geometry from the OMol25 dataset. Energies are from ωB97M-V with the def2-TZVPD basis set.

E_HOMO (alpha / beta) in eV: -7.3 / -10.3
2S+1: 3
Lowest unoccupied orbital energy (alpha / beta) in eV: 0.614 / -3.767
Charge: 0
Energy above the lowest of the compared OMol25 structures with the same formula, charge and spin in kcal/mol: 0.0
Gap between HOMO and LUMO (alpha / beta) in eV: 7.904 / 6.582

Each line ends with the Mulliken charge.
Cartesian coordinates (Å):
1 Cl -2.17575 0.59682 1.22368  -0.169
2 Cl -0.85532 1.99150 -1.54633  -0.042
3 O 0.43967 1.06564 1.18063  -0.470
4 C 0.99135 -1.26475 -0.57384  -0.893
5 C -0.50586 0.45637 0.60908  0.296
6 C -0.19427 -0.67756 -0.24638  0.041
7 H 0.56200 2.00743 1.31644  0.382
8 H 1.89443 -0.88931 -0.30303  0.341
9 H -1.21603 -1.10329 -0.52167  0.237
10 H 1.05978 -2.18285 -1.13858  0.277


Here is C11H18CdF7N2O5P as an isolated structure at a distorted geometry from the OMol25 dataset. Energies are from ωB97M-V with the def2-TZVPD basis set.

E_HOMO in eV: -14.7
2S+1: 1
Lowest unoccupied orbital energy in eV: -11.783
Charge: +2
Gap between HOMO and LUMO in eV: 2.888

Each line ends with the Mulliken charge.
Cartesian coordinates (Å):
1 Cd -0.80109 -3.70149 -0.24531  0.984
2 P -1.08385 -0.59582 4.51423  0.292
3 F -1.62942 0.55463 -1.48473  -0.288
4 F -3.03405 -2.59701 -0.90322  -0.330
5 F -0.96357 -1.22769 -2.60651  -0.276
6 F -3.33843 -1.48201 -2.78358  -0.246
7 F -5.18293 -1.08355 -0.68100  -0.246
8 F -3.69135 0.09496 0.31071  -0.214
9 F -4.40734 0.59056 -1.71235  -0.198
10 O 3.86284 3.50947 -1.80393  -0.341
11 O 2.75078 4.97246 -0.54353  -0.385
12 O -2.27552 0.25249 3.73965  -0.439
13 O -1.86000 -1.47194 5.65440  -0.423
14 O 0.65688 -1.21809 2.59915  -0.207
15 N -0.88735 -1.32973 -0.28596  0.281
16 N 0.28683 0.56795 0.77040  -0.505
17 C 1.64915 0.37955 -1.94812  -0.666
18 C 3.20914 2.39597 -2.44436  -0.738
19 C -0.43294 -1.86741 3.24800  -0.219
20 C -1.51076 -0.77815 -1.46753  0.822
21 C 0.42248 -0.74575 0.12094  1.064
22 C 2.40522 1.62942 -1.34150  -0.402
23 C 0.94646 -1.70788 1.32130  -0.696
24 C 1.55578 -0.82459 -0.95947  -1.321
25 C 2.98354 4.54231 -1.60317  0.135
26 C -3.02075 -1.34275 -1.50089  0.371
27 C -4.06829 -0.36198 -0.88707  0.701
28 H -2.03207 -0.87757 6.40991  0.380
29 H 2.47538 2.85178 -3.14868  0.359
30 H 1.35132 -1.73983 -1.57534  0.283
31 H 0.69728 0.68249 -2.41485  0.236
32 H 3.03893 1.35047 -0.48063  0.288
33 H 2.56404 -0.97551 -0.53345  0.564
34 H -1.89228 1.06306 3.35506  0.372
35 H 2.29923 0.03884 -2.78575  0.536
36 H 2.02480 -1.92827 1.23987  0.441
37 H 2.45145 5.00082 -2.47048  0.363
38 H 0.15024 1.30086 0.07259  0.300
39 H 3.93684 1.75371 -2.96401  0.344
40 H 1.60213 2.33843 -1.04385  0.291
41 H -1.50495 -1.21790 0.53193  0.136
42 H 0.40360 -2.71047 1.24809  -0.188
43 H -0.04873 -2.75570 3.78925  0.417
44 H -1.28489 -2.08361 2.55643  0.039
45 H 1.22625 0.75446 1.13737  0.329


Here is a 2-piece molecular cluster, CClO2S overall at a distorted geometry from the OMol25 dataset. Energies are from ωB97M-V with the def2-TZVPD basis set.

E_HOMO in eV: -3.2
2S+1: 1
Lowest unoccupied orbital energy in eV: 3.935
Charge: -1
Energy above the lowest of the compared OMol25 structures with the same formula, charge and spin in kcal/mol: 4.0
Gap between HOMO and LUMO in eV: 7.095

Each line ends with the Mulliken charge.
Cartesian coordinates (Å):
1 Cl -2.33731 -0.66814 0.03654  -0.293
2 S -1.17899 1.05375 -0.09927  -0.518
3 O 1.29169 -0.19164 1.15689  -0.427
4 O 1.18075 -0.09214 -1.12748  -0.422
5 C 1.04385 -0.10182 0.03332  0.660


Q: Which formula does entry 5 have?
A: C11H18CdF7N2O5P